(1)
Density functional theory data (ωB97M-V/def2-TZVPD) for a cluster of 13 separate species, C78H166F15N8O15 in total at a distorted geometry.

The orbital gap (spin up / spin down) is 3.244 / 2.424 eV. The net charge is +4. The spin multiplicity is 2. For the lowest unoccupied orbital energy (spin up / spin down), the calculation gives -7.83 / -8.65 eV. Its expectation value of S² is 0.75.

Atoms and positions in Å:
1 C -0.1618 2.6989 -3.0291
2 C -0.1643 1.1664 -3.1710
3 C -0.1317 0.5076 -1.7283
4 C 0.8141 1.0130 -0.6349
5 N 0.8947 0.0494 0.5527
6 C 1.4465 -1.4297 0.1105
7 C 2.8134 -1.4190 0.8715
8 C 3.2712 0.0015 1.2088
9 C 1.9197 0.5276 1.6267
10 C -0.5666 -0.1009 1.2475
11 C -0.9972 1.1139 1.9495
12 C -2.3680 0.7717 2.7702
13 H -0.0813 3.1460 -4.0199
14 H 0.6219 2.9945 -2.3315
15 H -1.1556 2.9554 -2.6621
16 H 0.7435 0.8662 -3.6942
17 H -0.9264 0.8279 -3.8729
18 H -0.1436 -0.5823 -1.7322
19 H -1.0828 0.8317 -1.3061
20 H 0.5169 1.9671 -0.1996
21 H 1.8176 1.0964 -1.0523
22 H 0.8132 -2.1881 0.5707
23 H 1.5585 -1.6238 -0.9562
24 H 2.8381 -2.0827 1.7358
25 H 3.5775 -1.8361 0.2156
26 H 3.9840 0.0800 2.0296
27 H 3.7471 0.4500 0.3367
28 H 1.6662 0.2601 2.6525
29 H 1.9446 1.6173 1.6153
30 H -0.4904 -0.8972 1.9879
31 H -1.2996 -0.3514 0.4807
32 H -1.2489 1.7915 1.1336
33 H -0.3284 1.6478 2.6245
34 H -3.2086 0.5984 2.0982
35 H -2.7728 1.6605 3.2544
36 H -2.2367 0.0907 3.6111
37 C -2.3932 5.4854 4.5463
38 C -1.6001 4.2123 4.8896
39 C -1.8431 3.8279 6.3246
40 C -1.1213 4.7267 7.3781
41 N -0.9634 4.2206 8.9303
42 C -0.7664 5.3925 9.8914
43 C 0.7410 5.6271 9.8155
44 C 1.4227 4.3031 9.6292
45 C 0.4005 3.3738 8.8851
46 C -2.2776 3.4376 9.3214
47 C -3.5117 4.3439 9.3287
48 C -4.8135 3.4749 9.5637
49 H -3.3213 5.4671 5.1176
50 H -2.5238 5.4917 3.4641
51 H -1.7746 6.3732 4.6773
52 H -0.6567 4.0690 4.3628
53 H -2.0046 3.3905 4.2987
54 H -1.5622 2.7898 6.5020
55 H -2.9016 3.8100 6.5841
56 H -1.8636 5.5141 7.5091
57 H -0.1768 5.2535 7.2420
58 H -0.9897 5.0110 10.8877
59 H -1.2753 6.3156 9.6140
60 H 1.0262 6.2378 10.6722
61 H 1.0604 6.2080 8.9503
62 H 1.7592 3.9707 10.6112
63 H 2.2773 4.3593 8.9551
64 H 0.3325 2.4653 9.4836
65 H 0.8083 3.1046 7.9108
66 H -1.9714 3.0275 10.2837
67 H -2.4866 2.6524 8.5948
68 H -3.7155 4.8421 8.3809
69 H -3.4651 5.1480 10.0631
70 H -4.7076 2.6102 10.2189
71 H -5.0897 3.2296 8.5382
72 H -5.4786 4.1219 10.1357
73 C 0.5732 -0.5268 -6.3647
74 C -0.4034 -1.4667 -7.0668
75 C 0.4342 -2.7481 -7.2819
76 C -0.3645 -3.6687 -8.2701
77 N 0.1207 -5.0908 -8.7350
78 C 0.0082 -6.0909 -7.5837
79 C -1.1968 -6.9718 -7.8557
80 C -1.9504 -6.4495 -8.9844
81 C -0.7843 -5.6963 -9.7681
82 C 1.6483 -5.0735 -9.2504
83 C 1.9219 -4.1962 -10.5075
84 C 2.6089 -4.9063 -11.6268
85 H -0.0071 0.3319 -6.0270
86 H 1.5294 -0.1522 -6.7301
87 H 0.9904 -0.9847 -5.4678
88 H -0.7101 -1.0397 -8.0217
89 H -1.3344 -1.4480 -6.5001
90 H 0.6214 -3.1560 -6.2886
91 H 1.4221 -2.5190 -7.6817
92 H -0.5576 -3.0472 -9.1445
93 H -1.2765 -3.9273 -7.7320
94 H 0.9947 -6.5358 -7.4535
95 H -0.1839 -5.5720 -6.6446
96 H -0.6578 -7.9048 -8.0200
97 H -1.8405 -6.9649 -6.9762
98 H -2.3712 -7.1944 -9.6597
99 H -2.7025 -5.7110 -8.7068
100 H -0.3550 -6.4175 -10.4636
101 H -1.1847 -4.8801 -10.3695
102 H 1.7106 -6.1049 -9.5975
103 H 2.2521 -4.7762 -8.3929
104 H 2.5137 -3.3896 -10.0748
105 H 0.9920 -3.7241 -10.8247
106 H 2.1068 -5.8250 -11.9300
107 H 3.6126 -5.1836 -11.3045
108 H 2.8982 -4.2596 -12.4551
109 C 4.2868 3.0816 -2.8904
110 C 4.5004 4.5608 -3.0310
111 O 4.7214 5.0969 -4.1880
112 N 4.4106 5.3818 -1.7310
113 H 4.0555 4.8892 -0.9239
114 H 5.3433 5.7639 -1.6663
115 C 3.4748 6.6297 -1.9891
116 H 3.8475 2.5641 -3.7432
117 H 3.6868 2.6997 -2.0644
118 H 5.2178 2.5161 -2.9309
119 H 3.4860 7.0739 -0.9937
120 H 2.4193 6.5715 -2.2551
121 H 3.9606 7.3029 -2.6954
122 C 0.1336 4.2298 -7.6728
123 C -0.5006 2.9400 -8.2066
124 O -0.9629 2.0700 -7.5164
125 N -0.2677 2.7030 -9.7014
126 H -1.0608 3.1207 -10.1667
127 H 0.5101 3.2433 -10.0524
128 C -0.4103 1.1720 -10.0558
129 H 1.2230 4.2647 -7.6886
130 H -0.2016 4.2338 -6.6356
131 H -0.2528 5.0489 -8.2792
132 H 0.5505 0.7052 -9.8392
133 H -0.1077 1.2000 -11.1026
134 H -1.3431 0.6334 -9.8890
135 C 1.3824 -6.6347 1.6024
136 C 1.0628 -5.5518 0.5171
137 O 1.8758 -4.8411 -0.0610
138 N -0.4338 -5.1903 0.3976
139 H -0.7064 -4.5589 1.1373
140 H -0.5681 -4.6774 -0.4620
141 C -1.3656 -6.4010 0.2615
142 H 2.4186 -6.9357 1.4478
143 H 0.9076 -7.6159 1.6012
144 H 1.2508 -6.1319 2.5605
145 H -1.1485 -7.1146 1.0563
146 H -1.0928 -6.9074 -0.6644
147 H -2.3888 -6.0578 0.4148
148 C -8.9589 1.8850 -0.6458
149 C -8.1098 1.5847 -1.8949
150 N -6.7447 1.0036 -1.5615
151 C -6.0822 0.4474 -2.8929
152 C -5.7972 2.0426 -0.8630
153 C -5.6972 3.5007 -1.4698
154 C -6.7888 -0.1899 -0.5340
155 C -5.4806 -0.6964 0.1076
156 O -4.7098 -1.2098 -0.9696
157 C -3.6825 -2.2105 -0.6793
158 H -8.3264 2.1776 0.1923
159 H -9.5105 1.0454 -0.2228
160 H -9.6188 2.7454 -0.7564
161 H -8.0176 2.5288 -2.4319
162 H -8.5920 0.7515 -2.4062
163 H -6.3398 1.1946 -3.6435
164 H -6.5408 -0.4890 -3.2108
165 H -5.0101 0.3388 -2.7291
166 H -4.7972 1.6113 -0.8184
167 H -6.0269 2.1111 0.2003
168 H -6.5763 4.0773 -1.1821
169 H -5.6361 3.2683 -2.5330
170 H -4.9260 4.2272 -1.2140
171 H -7.1554 -1.0744 -1.0549
172 H -7.5670 0.0910 0.1756
173 H -5.8645 -1.4991 0.7371
174 H -4.8463 -0.0684 0.7332
175 H -4.0549 -3.2257 -0.5421
176 H -3.0812 -2.0886 0.2217
177 H -3.0348 -2.4512 -1.5223
178 C 2.9552 -3.7151 8.6303
179 C 2.9811 -4.0355 7.0970
180 N 2.8535 -2.8223 6.0369
181 C 3.7412 -1.6665 6.4929
182 C 3.4301 -3.1664 4.6252
183 C 2.7024 -4.3775 3.9055
184 C 1.3790 -2.4267 6.0422
185 C 0.9369 -1.2748 5.1251
186 O 1.7196 -0.0913 4.9729
187 C 1.3795 0.8875 6.0065
188 H 2.0118 -3.2123 8.8431
189 H 3.7830 -3.0953 8.9749
190 H 2.9664 -4.6090 9.2540
191 H 2.2507 -4.8192 6.8961
192 H 3.9185 -4.5516 6.8895
193 H 3.8257 -0.9092 5.7134
194 H 4.6444 -2.1431 6.8737
195 H 3.2900 -1.2153 7.3766
196 H 4.4889 -3.3305 4.8258
197 H 3.3005 -2.2533 4.0443
198 H 3.3001 -4.8502 3.1262
199 H 1.6814 -4.0754 3.6721
200 H 2.5772 -5.1804 4.6319
201 H 1.1345 -2.0350 7.0295
202 H 0.7778 -3.3255 5.9050
203 H -0.0879 -0.9903 5.3641
204 H 0.8551 -1.6588 4.1083
205 H 2.2085 1.5799 6.1529
206 H 1.1510 0.5072 7.0021
207 H 0.4760 1.3744 5.6394
208 C 7.2804 -1.9319 3.9587
209 O 6.4660 -0.9156 4.4655
210 O 6.8168 -2.3428 2.7133
211 C 8.7904 -1.6174 4.0868
212 F 9.5110 -2.6636 3.9253
213 F 9.2511 -0.6078 3.2606
214 F 9.1913 -1.2268 5.3060
215 C 6.5015 0.3574 3.9202
216 C 5.5700 1.1950 4.8031
217 H 5.4988 0.8555 5.8364
218 H 5.8260 2.2438 4.9531
219 H 4.5656 0.9974 4.4287
220 H 6.0067 0.3339 2.9493
221 H 7.4615 0.8256 3.7026
222 H 7.2501 -2.7866 4.6344
223 C 1.9006 5.0117 1.1869
224 O 1.9471 4.5579 2.5382
225 O 2.5299 4.0789 0.3236
226 C 0.4736 5.4752 0.8839
227 F 0.0156 6.2219 1.8222
228 F 0.4662 6.1079 -0.2327
229 F -0.4036 4.5131 0.7716
230 C 3.2053 4.2601 3.1990
231 C 3.0724 4.3913 4.7408
232 H 3.2857 5.4141 5.0514
233 H 2.2366 3.8718 5.2093
234 H 3.8574 3.8315 5.2492
235 H 4.0348 4.9469 3.0309
236 H 3.4618 3.2434 2.9013
237 H 2.4952 5.9236 1.1304
238 C 5.2465 -0.8813 -4.1676
239 O 5.2627 -1.2481 -5.5297
240 O 6.1556 0.2272 -4.2343
241 C 3.7725 -0.6157 -3.4934
242 F 3.1758 -1.7440 -3.0741
243 F 3.8247 0.1218 -2.4123
244 F 2.9364 -0.0148 -4.2922
245 C 4.3364 -2.1028 -6.1619
246 C 4.9370 -2.3782 -7.5237
247 H 4.2604 -2.8541 -8.2336
248 H 5.2493 -1.3992 -7.8871
249 H 5.8098 -3.0303 -7.4910
250 H 3.3592 -1.6593 -6.3532
251 H 4.3999 -3.0304 -5.5930
252 H 5.6827 -1.6932 -3.5855
253 C -1.5751 -4.2231 3.6504
254 O -0.8791 -5.4826 3.4035
255 O -1.0058 -3.4122 2.7018
256 C -3.1568 -4.4084 3.8169
257 F -3.5543 -4.6060 5.1605
258 F -3.6879 -3.2863 3.4447
259 F -3.5477 -5.4079 3.0816
260 C -1.0917 -6.5918 4.3906
261 C -0.6737 -6.4457 5.8342
262 H -1.1554 -5.6711 6.4310
263 H -0.6534 -7.4163 6.3298
264 H 0.3793 -6.1768 5.9176
265 H -0.6067 -7.4792 3.9840
266 H -2.1500 -6.8515 4.4173
267 H -1.0633 -3.9025 4.5578
268 C -7.3532 2.8829 -5.8423
269 O -6.0958 2.8657 -5.1434
270 O -8.0430 1.6903 -5.4505
271 C -8.1823 4.2494 -5.6582
272 F -9.1965 4.5434 -6.5116
273 F -8.7000 4.4476 -4.4809
274 F -7.3524 5.2557 -5.7850
275 C -4.9492 2.3622 -5.8665
276 C -3.7512 2.3317 -4.9314
277 H -4.0777 2.2084 -3.8988
278 H -2.9155 1.7699 -5.3486
279 H -3.3877 3.3466 -4.7705
280 H -4.5819 3.0349 -6.6415
281 H -5.0379 1.4371 -6.4362
282 H -7.1761 2.8087 -6.9153

(2)
Density functional theory data (ωB97M-V/def2-TZVPD) for a structure of composition C78H53HfN8OP2 at a distorted geometry.

The orbital gap (spin up / spin down) is 4.466 / 4.467 eV. The net charge is -1. For the lowest unoccupied orbital energy (spin up / spin down), the calculation gives 1.47 / 1.47 eV. The energy relative to the best compared isomer or geometry (same formula, charge and spin) comes out at 0.000 eV.

Atoms and positions in Å:
1 Hf 1.3645 -0.5522 1.3464
2 C -2.3301 -5.9429 2.0063
3 C -2.4994 -5.4564 3.3214
4 C -2.0382 -4.2174 3.6897
5 C -1.3746 -3.4382 2.7344
6 C -0.7262 -2.1769 2.7901
7 N -0.7410 -1.3499 3.8584
8 C -0.1743 -0.1778 3.9236
9 C -0.2804 0.7344 5.0476
10 C -0.9987 0.6871 6.2356
11 C -0.8728 1.7401 7.1234
12 C -0.0383 2.8253 6.8407
13 C 0.6830 2.8836 5.6634
14 C 0.5497 1.8416 4.7558
15 C 1.1611 1.5796 3.4663
16 N 2.1824 2.2707 2.9811
17 C 2.9334 1.8285 1.9701
18 N 2.6272 0.9718 0.9765
19 C 3.8579 0.1000 0.8512
20 N 4.0866 -0.5933 -0.3872
21 C 3.2318 -1.4705 -0.7732
22 N 1.9758 -1.6645 -0.2316
23 C 1.3680 -2.6903 -0.8987
24 N 0.0437 -3.0510 -0.5996
25 C -0.4193 -2.9701 0.7312
26 N -0.1590 -1.9314 1.5557
27 C -1.1877 -3.9371 1.4045
28 C -1.6884 -5.2019 1.0491
29 C 2.1611 -3.2059 -1.8927
30 C 1.8382 -4.1864 -2.9735
31 C 3.0589 -4.4207 -3.8125
32 C 4.2240 -3.7653 -3.6669
33 C 4.4237 -2.7349 -2.6855
34 C 3.3876 -2.4568 -1.8612
35 C 4.9572 1.0515 1.2215
36 C 6.3151 1.0248 0.9915
37 C 7.0930 2.0533 1.5173
38 C 6.5210 3.0742 2.2647
39 C 5.1509 3.1042 2.4964
40 C 4.3790 2.0946 1.9518
41 N 0.6565 0.4099 2.9813
42 H -2.7083 -6.9287 1.7635
43 H -2.9848 -6.0920 4.0512
44 H -2.1578 -3.8436 4.6973
45 H -1.6335 -0.1600 6.4599
46 H -1.4233 1.7221 8.0564
47 H 0.0370 3.6278 7.5633
48 H 1.3344 3.7171 5.4404
49 H -1.5406 -5.5812 0.0464
50 H 1.5103 -5.1429 -2.5444
51 H 2.9665 -5.1849 -4.5757
52 H 5.0552 -4.0161 -4.3160
53 H 5.3585 -2.1981 -2.6229
54 H 6.7581 0.2340 0.4023
55 H 8.1616 2.0520 1.3434
56 H 7.1487 3.8620 2.6609
57 H 4.6920 3.8964 3.0714
58 C -4.8607 1.8696 -4.8986
59 C -3.7676 2.7493 -4.2664
60 C -3.6968 4.1162 -4.9664
61 C -2.4395 2.0513 -4.4259
62 C -1.8301 1.9723 -5.6692
63 C -0.5995 1.3915 -5.8268
64 C 0.0668 0.8491 -4.7501
65 C -0.5179 0.8254 -3.4910
66 P 0.2502 -0.0116 -1.9986
67 C -0.0655 -1.7241 -2.6521
68 C 0.4453 -2.2446 -3.7690
69 C 0.5851 -3.7228 -3.8930
70 C -0.6578 -4.3980 -3.3960
71 C -1.3549 -3.8626 -2.4082
72 C -0.8604 -2.6267 -1.7081
73 C 1.9475 0.5465 -2.4703
74 C 2.2892 1.7403 -1.8313
75 C 3.5119 2.3438 -2.0627
76 C 4.3925 1.7875 -2.9765
77 C 4.0488 0.6238 -3.6399
78 C 2.8392 -0.0007 -3.3817
79 C -1.7921 1.4457 -3.3395
80 O -2.3320 1.4264 -2.0706
81 C -3.3685 2.3056 -1.7986
82 C -3.6544 2.5266 -0.4444
83 C -4.7222 3.3504 -0.1236
84 C -5.4673 3.9539 -1.1107
85 C -5.1471 3.7618 -2.4338
86 C -4.0896 2.9452 -2.8101
87 P -2.5883 1.7552 0.8647
88 C -2.5240 3.3307 1.8178
89 C -3.4725 3.8585 2.6890
90 C -3.2893 5.1143 3.2449
91 C -2.1624 5.8606 2.9393
92 C -1.2097 5.3453 2.0759
93 C -1.3916 4.0895 1.5234
94 C -3.9600 0.7152 1.5217
95 C -4.4728 0.6916 2.8126
96 C -5.4530 -0.2283 3.1588
97 C -5.9300 -1.1363 2.2304
98 C -5.4141 -1.1301 0.9427
99 C -4.4342 -0.2195 0.5974
100 H -4.6365 1.6769 -5.9476
101 H -5.8330 2.3571 -4.8307
102 H -4.9147 0.9145 -4.3765
103 H -3.4810 3.9999 -6.0264
104 H -2.9084 4.7194 -4.5174
105 H -4.6378 4.6548 -4.8794
106 H -2.3307 2.3810 -6.5364
107 H -0.1486 1.3631 -6.8097
108 H 1.0625 0.4536 -4.8892
109 H 0.9284 -1.6311 -4.5136
110 H 0.8035 -4.0187 -4.9221
111 H -0.9513 -5.3298 -3.8646
112 H -2.2586 -4.3197 -2.0262
113 H -1.7026 -2.0643 -1.2826
114 H 1.5837 2.1924 -1.1438
115 H 3.7913 3.2431 -1.5304
116 H 5.3426 2.2657 -3.1758
117 H 4.7262 0.1878 -4.3633
118 H 2.6205 -0.9317 -3.8762
119 H -4.9638 3.5314 0.9120
120 H -6.3006 4.5892 -0.8435
121 H -5.7400 4.2578 -3.1893
122 H -4.3592 3.3002 2.9508
123 H -4.0270 5.5070 3.9325
124 H -2.0227 6.8360 3.3870
125 H -0.3164 5.9114 1.8479
126 H -0.6394 3.6756 0.8594
127 H -4.1011 1.3609 3.5703
128 H -5.8354 -0.2393 4.1706
129 H -6.6912 -1.8530 2.5080
130 H -5.7695 -1.8403 0.2075
131 H -4.0275 -0.2241 -0.4081
132 C 3.4333 -0.8974 1.9893
133 C 3.7974 -2.2761 1.8648
134 C 2.9654 -3.2593 2.4595
135 C 3.2969 -4.5979 2.4267
136 C 4.4680 -5.0247 1.8100
137 C 5.3221 -4.0785 1.2545
138 C 5.0046 -2.7363 1.2837
139 H 2.0545 -2.9349 2.9635
140 H 2.6354 -5.3215 2.8873
141 H 4.7119 -6.0779 1.7645
142 H 6.2476 -4.3988 0.7891
143 H 5.6738 -2.0088 0.8464

Number 1: electronic energy -166918.4257 eV. Number 2: electronic energy -115599.4520 eV.